Entry from the OMol25 dataset: a molecular structure, C28H54As2IrN5Si2 (wB97M-V/def2-TZVPD).

Each line ends with the Löwdin spin population.
Atoms and positions in Å:
1 Ir -0.831 0.783 0.326  0.79
2 N 3.932 2.605 0.687  0.00
3 C 2.512 2.278 1.103  0.00
4 C 1.702 3.566 1.163  0.00
5 C 0.290 3.374 1.728  0.00
6 N -0.674 2.820 0.716  0.00
7 C 0.294 2.530 3.000  0.00
8 C 1.116 1.251 2.890  0.00
9 N 0.447 0.266 1.990  0.02
10 C 2.538 1.537 2.424  0.00
11 H 3.955 2.988 -0.264  0.00
12 H 4.516 1.764 0.682  0.00
13 H 4.370 3.279 1.322  0.00
14 H 2.131 1.625 0.322  0.00
15 H 1.650 4.042 0.179  0.00
16 H 2.206 4.278 1.825  0.00
17 H -0.080 4.369 1.980  0.00
18 H -0.515 3.275 -0.184  0.00
19 H -1.603 3.129 1.001  0.00
20 H -0.730 2.300 3.302  0.00
21 H 0.711 3.136 3.807  0.00
22 H 1.183 0.799 3.881  0.00
23 H -0.289 -0.152 2.567  0.01
24 H 1.067 -0.548 1.846  0.00
25 H 3.088 0.595 2.327  0.00
26 H 3.040 2.132 3.193  0.00
27 C -4.622 2.904 0.727  0.00
28 Si -4.038 1.145 0.583  0.01
29 C -3.325 0.580 2.215  0.03
30 C -5.317 -0.074 0.034  0.00
31 N -2.622 1.145 -0.613  0.01
32 C -2.742 1.240 -1.889  0.00
33 C -3.994 1.525 -2.569  0.00
34 C -4.076 1.406 -3.899  0.00
35 C -2.928 0.982 -4.694  0.00
36 C -1.714 0.839 -4.150  0.00
37 C -1.495 1.081 -2.723  0.01
38 N -0.355 1.190 -2.135  0.09
39 Si 1.102 1.389 -3.233  0.01
40 C 1.471 -0.181 -4.165  0.00
41 C 0.779 2.885 -4.291  0.00
42 C 2.572 1.877 -2.177  0.00
43 H -5.250 2.994 1.617  0.00
44 H -5.226 3.223 -0.123  0.00
45 H -3.812 3.631 0.835  0.00
46 H -4.175 0.442 2.892  0.00
47 H -2.678 1.318 2.695  0.00
48 H -2.817 -0.386 2.166  0.00
49 H -6.106 -0.098 0.792  0.00
50 H -4.903 -1.083 -0.028  0.00
51 H -5.793 0.154 -0.917  0.00
52 H -4.851 1.827 -1.985  0.00
53 H -5.009 1.608 -4.409  0.00
54 H -3.075 0.799 -5.750  0.00
55 H -0.881 0.533 -4.766  0.00
56 H 0.738 -0.970 -3.990  0.00
57 H 2.449 -0.580 -3.891  0.00
58 H 1.501 0.020 -5.238  0.00
59 H -0.150 2.855 -4.858  0.00
60 H 1.594 2.988 -5.013  0.00
61 H 0.769 3.797 -3.688  0.00
62 H 2.307 2.770 -1.601  0.00
63 H 3.380 2.145 -2.862  0.00
64 H 2.918 1.064 -1.539  0.00
65 C -0.858 -1.782 0.097  0.00
66 As 0.451 -2.574 -1.180  0.00
67 C 2.080 -1.527 -0.777  0.00
68 C 0.771 -4.247 -0.235  0.00
69 C 0.494 -5.354 -1.039  0.00
70 C 0.673 -6.648 -0.572  0.00
71 C 1.143 -6.845 0.713  0.00
72 C 1.420 -5.751 1.521  0.00
73 C 1.240 -4.445 1.075  0.00
74 As 1.668 -3.014 2.349  0.00
75 C 0.832 -3.718 3.965  0.00
76 C 3.529 -3.467 2.721  0.00
77 H -1.762 -2.394 0.053  0.00
78 H -1.288 -0.838 -0.380  0.00
79 H -0.541 -1.759 1.133  0.00
80 H 2.629 -1.419 -1.713  0.00
81 H 2.721 -2.028 -0.058  0.00
82 H 1.807 -0.535 -0.413  0.00
83 H 0.137 -5.204 -2.051  0.00
84 H 0.453 -7.490 -1.213  0.00
85 H 1.296 -7.847 1.093  0.00
86 H 1.789 -5.937 2.522  0.00
87 H 1.186 -4.719 4.198  0.00
88 H -0.249 -3.745 3.841  0.00
89 H 1.077 -3.061 4.800  0.00
90 H 3.615 -4.511 3.015  0.00
91 H 3.902 -2.840 3.530  0.00
92 H 4.137 -3.303 1.831  0.00

- Maximum force: 0.1 eV Å⁻¹
- Multiplicity: 2
- Energy above the lowest of the compared OMol25 structures with the same formula, charge and spin: 35.5 kJ/mol
- DFT total energy: -6527.10987 a.u.
- Charge: +3
- Lowest unoccupied orbital energy (alpha / beta): -9.290 / -9.292 eV
- HOMO level (alpha / beta): -15.52 / -15.52 eV

***

Entry from the OMol25 dataset: 3 unconnected molecules or ions with the total composition C28H54BF2N4O5 (wB97M-V/def2-TZVPD).

Each line ends with the Löwdin charge.
Atoms and positions in Å:
1 C 4.450 4.113 3.005  -0.02
2 C 3.919 3.629 1.668  -0.41
3 O 2.674 4.224 1.328  -0.01
4 C 3.741 2.107 1.646  -0.06
5 C 2.757 1.638 0.616  -0.05
6 C 2.851 2.012 -0.735  0.02
7 C 3.997 2.865 -1.220  -0.48
8 O 3.787 3.984 -1.554  0.19
9 O 5.226 2.349 -1.233  0.06
10 C 5.389 0.970 -1.656  -0.21
11 N 5.366 0.030 -0.577  0.07
12 C 1.894 1.638 -1.684  -0.06
13 C 1.962 2.116 -3.102  -0.01
14 C 1.053 3.330 -3.343  -0.43
15 O 0.853 3.695 -4.454  0.17
16 N 0.505 3.934 -2.182  -0.17
17 C 0.824 5.363 -2.094  -0.05
18 C -0.929 3.648 -2.001  -0.04
19 C 0.850 0.796 -1.279  -0.09
20 C -0.185 0.320 -2.253  -0.05
21 C 0.337 -0.757 -3.220  -0.17
22 F -0.157 -2.004 -2.948  -0.02
23 N 0.826 0.449 0.005  0.07
24 F -0.198 -0.336 0.402  0.09
25 C 1.679 0.823 0.981  0.07
26 B 1.353 0.306 2.479  -0.54
27 N 1.065 -1.066 2.819  0.20
28 O 1.367 1.261 3.433  0.19
29 H 4.167 5.149 3.154  0.09
30 H 4.078 3.525 3.840  0.08
31 H 5.535 4.083 3.028  0.09
32 H 4.668 3.891 0.923  0.13
33 H 2.847 5.077 0.921  0.10
34 H 4.704 1.653 1.420  0.13
35 H 3.469 1.788 2.641  0.11
36 H 6.372 0.957 -2.105  0.14
37 H 4.668 0.735 -2.435  0.13
38 H 4.516 -0.510 -0.545  0.08
39 H 6.171 -0.575 -0.575  0.09
40 H 2.961 2.456 -3.349  0.14
41 H 1.703 1.334 -3.802  0.12
42 H 0.539 5.698 -1.100  0.09
43 H 1.885 5.533 -2.195  0.08
44 H 0.255 5.953 -2.813  0.10
45 H -1.414 4.546 -1.638  0.10
46 H -1.423 3.294 -2.900  0.10
47 H -1.030 2.920 -1.198  0.05
48 H -0.457 1.164 -2.867  0.11
49 H -1.058 -0.055 -1.731  0.13
50 H 1.424 -0.802 -3.228  0.12
51 H 0.001 -0.495 -4.220  0.13
52 H 0.118 -1.169 3.168  0.10
53 H 1.216 -1.710 2.054  0.07
54 H 1.082 0.909 4.285  0.13
55 C -6.266 -0.618 3.024  -0.10
56 C -5.042 -0.937 2.170  -0.27
57 C -3.758 -0.290 2.686  -0.23
58 C -3.768 1.241 2.711  -0.22
59 C -4.043 1.905 1.363  -0.25
60 C -2.994 1.570 0.311  -0.12
61 H -6.487 0.450 3.033  0.07
62 H -7.147 -1.131 2.638  0.07
63 H -6.116 -0.942 4.055  0.08
64 H -5.228 -0.636 1.135  0.10
65 H -4.898 -2.020 2.150  0.10
66 H -2.917 -0.641 2.076  0.08
67 H -3.562 -0.650 3.701  0.11
68 H -2.799 1.589 3.086  0.11
69 H -4.508 1.590 3.434  0.11
70 H -4.069 2.987 1.509  0.11
71 H -5.031 1.624 0.992  0.11
72 H -1.993 1.877 0.632  0.06
73 H -3.215 2.084 -0.627  0.07
74 H -2.973 0.499 0.095  0.06
75 C -0.679 -3.525 -0.158  -0.12
76 C -1.171 -4.764 0.585  -0.26
77 C -0.471 -6.048 0.144  -0.23
78 C -0.674 -6.417 -1.327  -0.23
79 C -2.132 -6.578 -1.754  -0.27
80 C -2.862 -7.696 -1.015  -0.11
81 H -0.877 -3.586 -1.227  0.05
82 H -1.184 -2.629 0.213  0.05
83 H 0.399 -3.393 -0.019  0.07
84 H -2.252 -4.858 0.459  0.10
85 H -1.000 -4.628 1.656  0.10
86 H -0.811 -6.870 0.778  0.10
87 H 0.603 -5.950 0.332  0.11
88 H -0.141 -7.351 -1.524  0.11
89 H -0.201 -5.663 -1.963  0.10
90 H -2.155 -6.790 -2.825  0.11
91 H -2.672 -5.636 -1.619  0.10
92 H -2.361 -8.653 -1.166  0.08
93 H -3.885 -7.795 -1.379  0.07
94 H -2.915 -7.506 0.059  0.07

- Maximum force: 1.3 eV Å⁻¹
- Multiplicity: 1
- Energy above the lowest of the compared OMol25 structures with the same formula, charge and spin: 0.0 kJ/mol
- DFT total energy: -1918.88692 a.u.
- Charge: +1
- Lowest unoccupied orbital energy: -4.061 eV
- HOMO level: -11.74 eV

***

Entry from the OMol25 dataset: a molecular structure, C28H54HfP2 (wB97M-V/def2-TZVPD).

Each line ends with the Löwdin charge.
Atoms and positions in Å:
1 Hf 0.231 0.069 -0.037  1.46
2 C 1.579 1.336 -1.781  -0.30
3 C 0.748 2.247 -1.024  -0.34
4 C 2.442 1.504 0.364  -0.28
5 C 2.663 0.957 -0.932  -0.26
6 C 1.238 2.267 0.339  -0.33
7 C 1.596 1.210 -3.269  -0.02
8 H 0.595 1.343 -3.702  0.08
9 H 1.970 0.225 -3.575  0.06
10 H 2.259 1.972 -3.713  0.12
11 C 3.923 0.310 -1.374  0.00
12 H 3.766 -0.352 -2.236  0.09
13 H 4.366 -0.274 -0.554  0.08
14 H 4.657 1.078 -1.667  0.12
15 C 3.390 1.476 1.516  -0.01
16 H 3.837 2.471 1.689  0.12
17 H 4.205 0.766 1.336  0.08
18 H 2.868 1.187 2.442  0.09
19 C 0.826 3.228 1.396  -0.02
20 H 1.174 4.252 1.176  0.12
21 H 1.227 2.925 2.368  0.08
22 H -0.268 3.252 1.463  0.04
23 C 0.004 3.383 -1.607  -0.01
24 H 0.714 4.186 -1.884  0.13
25 H -0.683 3.800 -0.868  0.06
26 H -0.554 3.099 -2.506  0.08
27 C -2.632 -0.023 -0.603  -0.19
28 C -2.201 0.958 -1.438  -0.15
29 C -3.097 2.108 -1.789  -0.15
30 C -3.169 3.273 -0.769  -0.16
31 C -2.571 2.979 0.572  -0.11
32 C -3.106 2.055 1.379  -0.12
33 C -4.287 1.220 0.988  -0.16
34 C -4.016 0.051 -0.005  -0.17
35 H -4.133 1.748 -1.932  0.13
36 H -4.238 3.536 -0.642  0.13
37 H -2.786 2.528 -2.761  0.12
38 H -4.769 0.131 -0.811  0.13
39 H -2.180 -1.031 -0.567  0.05
40 H -1.326 0.845 -2.100  0.07
41 H -4.238 -0.900 0.502  0.11
42 H -4.727 0.790 1.904  0.13
43 H -2.868 2.030 2.442  0.10
44 H -5.068 1.864 0.540  0.13
45 H -2.680 4.157 -1.202  0.11
46 H -1.861 3.726 0.932  0.10
47 P -0.135 -1.914 -1.950  0.79
48 C 1.366 -2.656 -2.696  -0.22
49 H 1.044 -3.380 -3.457  0.07
50 H 1.977 -3.179 -1.952  0.03
51 H 1.977 -1.883 -3.176  0.04
52 C -1.054 -3.420 -1.431  -0.23
53 H -1.038 -4.160 -2.242  0.07
54 H -2.098 -3.172 -1.203  0.05
55 H -0.594 -3.863 -0.543  0.01
56 C -1.093 -1.517 -3.459  -0.24
57 H -2.075 -1.117 -3.177  0.04
58 H -1.225 -2.442 -4.035  0.07
59 H -0.565 -0.775 -4.071  0.05
60 P -0.495 -0.494 2.471  0.79
61 C -0.672 0.932 3.595  -0.24
62 H -1.316 0.652 4.441  0.07
63 H -1.118 1.771 3.053  0.01
64 H 0.315 1.236 3.967  0.06
65 C -2.206 -1.136 2.409  -0.24
66 H -2.844 -0.370 1.962  0.00
67 H -2.556 -1.368 3.419  0.08
68 H -2.254 -2.039 1.790  0.06
69 C 0.239 -1.716 3.621  -0.23
70 H -0.347 -1.792 4.546  0.08
71 H 1.261 -1.408 3.866  0.06
72 H 0.249 -2.701 3.137  0.05
73 C 1.516 -4.006 0.800  -0.09
74 C 2.214 -2.767 1.307  -0.50
75 C 3.737 -2.947 1.330  -0.06
76 C 1.846 -1.457 0.547  -0.31
77 H 1.702 -4.160 -0.268  0.07
78 H 0.440 -3.956 0.977  0.05
79 H 1.887 -4.906 1.310  0.10
80 H 1.918 -2.633 2.348  0.07
81 H 4.140 -3.053 0.315  0.09
82 H 4.212 -2.089 1.820  0.08
83 H 4.015 -3.842 1.899  0.09
84 H 2.399 -0.699 1.136  0.03
85 H 2.410 -1.540 -0.400  0.03

- Maximum force: 2.0 eV Å⁻¹
- Multiplicity: 1
- DFT total energy: -1829.43999 a.u.
- Charge: +2
- Lowest unoccupied orbital energy: -6.441 eV
- HOMO level: -13.95 eV

***

Entry from the OMol25 dataset: 5 unconnected molecules or ions with the total composition C28H55BrFN5O20PS4 (wB97M-V/def2-TZVPD).

Each line ends with the Löwdin charge.
Atoms and positions in Å:
1 C 5.972 -1.344 2.982  -0.08
2 C 4.903 -1.466 1.884  -0.21
3 C 4.046 -0.207 1.797  -0.20
4 O 2.860 -0.453 1.050  -0.15
5 C 1.567 -0.130 1.466  -0.31
6 C 1.344 0.259 2.937  -0.04
7 C 1.953 -0.579 4.082  -0.34
8 C 0.957 -0.830 5.201  -0.02
9 F 2.441 -1.807 3.637  0.00
10 C 0.697 -1.449 1.182  -0.64
11 Br 1.657 -2.893 0.316  0.99
12 O 0.162 -1.923 2.453  -0.06
13 C -0.126 -3.173 2.615  -0.41
14 N -0.541 -4.238 2.762  0.20
15 N -0.461 -1.168 0.359  0.13
16 C -1.105 -0.018 0.825  -0.35
17 N -2.288 -0.140 1.404  0.01
18 P -3.148 1.191 2.184  0.94
19 C -4.752 0.316 2.266  -0.23
20 O -2.552 0.956 3.709  -0.30
21 N -0.455 1.138 0.696  0.04
22 C -1.190 2.192 -0.090  -0.10
23 C -2.139 1.685 -1.176  -0.23
24 O -3.432 1.456 -0.629  -0.12
25 C 1.046 1.026 0.509  -0.25
26 C 1.402 0.716 -0.963  -0.14
27 C 2.736 1.235 -1.497  -0.05
28 C 1.536 2.448 0.907  -0.12
29 C 2.954 2.737 1.379  -0.19
30 C 3.112 4.242 1.670  -0.19
31 C 2.469 4.695 2.986  -0.27
32 N 2.063 6.114 2.921  0.00
33 H 6.180 -2.327 3.405  0.08
34 H 6.914 -0.976 2.580  0.07
35 H 5.648 -0.703 3.803  0.07
36 H 5.418 -1.582 0.927  0.11
37 H 4.281 -2.346 2.022  0.09
38 H 4.625 0.552 1.262  0.12
39 H 3.870 0.200 2.790  0.09
40 H 0.262 0.265 3.096  0.11
41 H 1.633 1.291 3.113  0.12
42 H 2.804 -0.041 4.505  0.14
43 H 0.420 0.091 5.437  0.09
44 H 1.482 -1.149 6.100  0.09
45 H 0.241 -1.589 4.890  0.07
46 H -1.089 -1.969 0.377  0.14
47 H -2.691 -1.070 1.404  0.13
48 H -4.883 -0.358 1.419  0.04
49 H -4.788 -0.276 3.182  0.05
50 H -5.551 1.054 2.281  0.05
51 H -2.679 1.788 4.186  0.06
52 H -1.805 2.770 0.599  0.09
53 H -0.484 2.885 -0.534  0.12
54 H -2.195 2.457 -1.946  0.12
55 H -1.742 0.797 -1.675  0.11
56 H -3.811 0.707 -1.116  0.04
57 H 0.628 1.094 -1.626  0.09
58 H 1.406 -0.366 -1.105  0.09
59 H 3.595 0.773 -1.016  0.07
60 H 2.823 2.321 -1.452  0.08
61 H 2.787 0.979 -2.558  0.08
62 H 0.839 2.839 1.655  0.12
63 H 1.384 3.078 0.029  0.11
64 H 3.245 2.209 2.287  0.09
65 H 3.698 2.480 0.628  0.10
66 H 4.180 4.468 1.690  0.11
67 H 2.691 4.832 0.853  0.11
68 H 3.202 4.570 3.786  0.11
69 H 1.585 4.093 3.206  0.10
70 H 1.112 6.234 3.239  0.06
71 H 2.658 6.695 3.494  0.06
72 C -0.441 -0.026 -6.666  -0.14
73 C 0.748 -0.430 -5.822  -0.16
74 O 1.226 0.820 -5.280  -0.19
75 S -0.001 1.801 -5.029  0.59
76 O -0.402 1.718 -3.663  -0.24
77 O 0.290 3.057 -5.610  -0.20
78 O -1.075 1.013 -5.894  -0.18
79 H -0.137 0.390 -7.628  0.14
80 H -1.146 -0.838 -6.820  0.14
81 H 1.535 -0.904 -6.397  0.11
82 H 0.454 -1.080 -4.996  0.14
83 C 3.114 -2.737 -10.346  -0.15
84 C 1.821 -1.978 -10.570  -0.15
85 O 0.817 -2.841 -10.011  -0.19
86 S 1.410 -3.633 -8.760  0.60
87 O 1.041 -2.970 -7.555  -0.23
88 O 1.145 -5.011 -8.928  -0.20
89 O 2.947 -3.321 -9.042  -0.18
90 H 3.248 -3.538 -11.074  0.14
91 H 3.988 -2.094 -10.336  0.14
92 H 1.598 -1.811 -11.620  0.14
93 H 1.811 -1.028 -10.033  0.13
94 C -2.211 -1.850 7.898  -0.16
95 C -3.161 -0.947 7.135  -0.17
96 O -3.703 -0.089 8.144  -0.19
97 S -2.592 0.210 9.261  0.60
98 O -1.945 1.437 8.965  -0.22
99 O -3.162 -0.041 10.530  -0.20
100 O -1.599 -0.980 8.857  -0.19
101 H -2.748 -2.645 8.418  0.14
102 H -1.441 -2.281 7.263  0.13
103 H -3.970 -1.491 6.654  0.13
104 H -2.635 -0.336 6.398  0.11
105 C -7.117 -1.914 -3.489  -0.13
106 C -6.485 -3.022 -2.671  -0.14
107 O -5.082 -2.921 -2.987  -0.18
108 S -4.693 -1.405 -3.248  0.60
109 O -4.124 -0.852 -2.058  -0.25
110 O -3.986 -1.311 -4.467  -0.19
111 O -6.165 -0.834 -3.394  -0.17
112 H -7.228 -2.189 -4.538  0.14
113 H -8.070 -1.579 -3.090  0.14
114 H -6.836 -4.013 -2.943  0.14
115 H -6.616 -2.862 -1.599  0.13

- Maximum force: 1.0 eV Å⁻¹
- Multiplicity: 1
- DFT total energy: -7486.13082 a.u.
- Charge: +1
- Lowest unoccupied orbital energy: -2.732 eV
- HOMO level: -11.17 eV